(1)
C5H28N2O7 | ωB97M-V/def2-TZVPD

XYZ file:
```
42
C5H28N2O7 | the Open Molecules 2025 dataset | ωB97M-V/def2-TZVPD
C -0.32 0.50 -0.44
N -0.58 -0.24 -1.68
C -0.67 -1.68 -1.49
C -1.72 0.24 -2.47
C 0.89 1.42 -0.68
C 0.57 2.82 -0.15
N 2.08 0.90 0.03
H -0.25 -0.17 0.40
H -1.22 1.10 -0.21
H 0.18 -2.07 -0.93
H -1.58 -2.02 -0.99
H -0.48 -2.16 -2.46
H -1.88 1.31 -2.38
H -2.63 -0.25 -2.13
H -1.54 -0.01 -3.51
H 1.23 1.54 -1.70
H -0.23 3.31 -0.72
H 0.25 2.81 0.89
H 1.40 3.52 -0.22
H 1.88 0.94 1.03
H 2.88 1.49 -0.13
H -2.00 -0.04 2.31
H -1.18 -1.42 2.46
O -1.45 -0.58 2.89
H 0.34 -3.01 2.43
H 0.69 -2.55 1.07
O -0.08 -2.62 1.67
H -3.86 1.27 0.90
H -3.20 0.48 -0.02
O -3.00 0.84 0.86
H -0.21 0.66 3.21
H 0.15 2.03 3.77
O 0.56 1.27 3.33
H 1.36 -0.59 3.28
H 2.49 -0.80 2.25
O 2.01 -1.24 2.95
H 2.08 -1.18 0.16
H 2.35 -2.26 -0.81
O 2.21 -2.15 0.14
H 0.08 -0.29 -4.06
H 1.62 -0.42 -4.27
O 0.76 -0.73 -4.56
```

## Properties
spin multiplicity: 2
expectation value of S²: 0.754
HOMO energy (spin up / spin down): -13.370 / -13.369 eV
charge: +1

(2)
C5H28N2O9 | ωB97M-V/def2-TZVPD

XYZ file:
```
44
C5H28N2O9 | the Open Molecules 2025 dataset | ωB97M-V/def2-TZVPD
C -0.23 -0.56 2.79
N -0.65 -0.45 1.36
C -1.80 0.42 1.06
C -1.58 0.97 -0.33
N -0.47 1.94 -0.43
C -0.34 2.74 -1.63
C 0.47 2.05 -2.71
O 0.76 0.89 -2.63
H 0.43 0.25 3.11
H -1.08 -0.43 3.46
H 0.20 -1.55 2.84
H 0.13 -0.07 0.84
H -1.79 1.28 1.74
H -2.74 -0.11 1.19
H -2.45 1.42 -0.82
H -1.26 0.15 -1.00
H 0.39 1.55 -0.10
H 0.23 3.63 -1.34
H -1.34 3.15 -1.81
H 0.79 2.63 -3.60
O -1.86 -2.64 -0.07
H -1.27 -2.18 0.57
H -1.33 -3.02 -0.75
O -1.35 3.92 1.87
H -1.21 3.81 0.92
H -2.28 3.62 1.98
O 3.07 -2.54 -0.91
H 3.26 -3.43 -0.60
H 3.12 -2.45 -1.85
O -4.06 -1.32 0.20
H -4.76 -1.64 -0.39
H -3.25 -1.81 -0.03
O 2.52 2.30 1.62
H 1.64 2.70 1.71
H 2.36 1.42 1.21
O 1.39 -3.70 1.14
H 0.89 -3.10 0.57
H 2.04 -3.06 1.46
O 2.54 -0.40 0.64
H 3.29 -0.82 1.05
H 2.68 -0.82 -0.23
O 0.93 -1.95 -2.62
H 0.18 -2.21 -3.15
H 0.65 -1.13 -2.20
```

## Properties
HOMO energy: -9.106 eV
structure (SMILES): CNCCNCC=O.O.O.O.O.O.O.O.O

(3)
C5H28N2O9 | ωB97M-V/def2-TZVPD

XYZ file:
```
44
C5H28N2O9 | the Open Molecules 2025 dataset | ωB97M-V/def2-TZVPD
C -3.59 0.30 -1.14
C -2.50 -0.75 -1.01
C -1.18 -0.53 -0.22
N -0.65 -1.61 0.67
C -1.65 -1.87 1.71
C -0.06 -0.04 -1.06
N 1.24 -0.31 -0.73
O -0.31 0.62 -2.07
H -4.05 0.37 -2.09
H -4.41 -0.09 -0.50
H -3.38 1.32 -0.78
H -2.87 -1.78 -0.79
H -2.28 -1.07 -2.05
H -1.51 0.28 0.47
H -0.43 -2.44 0.13
H -2.68 -1.92 1.34
H -1.65 -0.97 2.36
H -1.35 -2.70 2.36
H 1.43 -0.93 0.05
H 2.05 0.08 -1.16
O -0.15 1.59 1.89
H 0.47 1.32 1.20
H 0.04 2.52 2.05
O 3.10 -0.11 1.94
H 2.43 0.21 2.55
H 3.34 -0.98 2.25
O 2.18 1.97 0.53
H 2.56 2.48 -0.18
H 2.79 1.36 0.99
O 1.00 0.30 4.20
H 0.44 0.93 3.69
H 1.42 0.90 4.83
O -1.57 2.97 -2.11
H -0.95 3.70 -2.17
H -1.08 2.13 -2.22
O 1.89 -2.07 3.35
H 1.42 -1.27 3.72
H 1.22 -2.07 2.65
O 0.48 1.46 -4.30
H 0.79 1.35 -3.38
H -0.40 1.78 -4.09
O 0.26 -2.84 -2.79
H -0.01 -2.48 -3.63
H 0.53 -2.13 -2.20
```

## Properties
HOMO energy: -9.864 eV
structure (SMILES): CC[C@@H](NC)C(N)=O.O.O.O.O.O.O.O.O

(4)
C5H28O10 | ωB97M-V/def2-TZVPD

XYZ file:
```
43
C5H28O10 | the Open Molecules 2025 dataset | ωB97M-V/def2-TZVPD
C -4.00 -0.51 -0.60
C -2.69 -0.89 -0.57
C -1.98 -1.86 -1.40
C -0.72 -2.07 -1.05
C 0.17 -3.10 -1.70
H -4.36 0.16 0.13
H -4.57 -0.55 -1.49
H -2.22 -0.44 0.31
H -2.61 -2.42 -2.07
H -0.29 -1.39 -0.33
H -0.38 -3.97 -2.14
H 0.62 -3.71 -0.85
H 0.91 -2.72 -2.38
O 2.20 2.73 -0.65
H 1.41 3.20 -0.23
H 2.88 3.40 -0.79
O -0.61 -3.46 1.62
H -1.15 -3.43 0.85
H -1.19 -3.46 2.36
O 0.81 3.82 -2.52
H -0.10 3.54 -2.50
H 1.36 3.08 -2.21
O 2.28 -2.48 0.80
H 2.53 -1.60 0.44
H 1.60 -2.31 1.47
O -0.84 1.15 -3.69
H -0.10 1.07 -3.13
H -0.75 0.56 -4.46
O 1.41 -0.09 0.30
H 2.02 -0.08 -0.47
H 1.10 0.81 0.21
O 0.85 -0.87 3.42
H -0.03 -1.24 3.52
H 0.65 0.08 3.37
O -0.09 3.73 0.50
H 0.42 4.41 1.00
H 0.14 4.03 -0.41
O 3.13 0.69 2.56
H 3.09 0.88 1.62
H 2.65 -0.14 2.57
O -1.43 1.62 2.63
H -1.54 1.79 3.56
H -0.56 2.02 2.36
```

## Properties
HOMO energy: -8.364 eV
structure (SMILES): C=C/C=C/C.O.O.O.O.O.O.O.O.O.O

(5)
C5H29N2O10 | ωB97M-V/def2-TZVPD

XYZ file:
```
46
C5H29N2O10 | the Open Molecules 2025 dataset | ωB97M-V/def2-TZVPD
O 2.23 -1.63 1.83
C 2.33 -2.71 1.33
C 1.62 -3.09 0.04
C 0.92 -2.02 -0.77
C -0.19 -1.27 -0.12
C -1.54 -1.53 -0.17
N -2.57 -0.89 0.45
N 0.27 -0.24 0.91
H 3.02 -3.49 1.79
H 2.42 -3.46 -0.62
H 1.01 -3.96 0.27
H 1.64 -1.20 -1.23
H 0.55 -2.42 -1.77
H -1.82 -2.38 -0.91
H -3.29 -0.46 0.01
H -2.18 -0.22 1.23
H 0.08 -0.70 1.78
H 1.26 0.10 0.76
H -0.12 0.68 0.90
H 1.43 2.29 -3.85
H 2.60 2.76 -3.01
O 2.37 2.09 -3.65
H -1.98 0.14 3.45
H -1.01 1.26 3.14
O -1.10 0.29 3.25
H -0.07 2.58 -2.31
H -0.58 3.53 -3.40
O 0.15 3.15 -3.01
H -3.97 0.45 -2.85
H -4.43 0.94 -1.50
O -3.72 0.47 -1.91
H 3.12 1.75 1.40
H 2.71 1.65 2.85
O 2.34 1.62 1.94
H 2.07 1.09 -2.52
H 1.49 1.02 -1.27
O 1.18 0.72 -2.07
H -1.47 2.33 0.32
H -1.01 3.14 1.62
O -1.45 2.34 1.37
H -0.23 -2.20 3.32
H -0.08 -3.13 2.41
O -0.63 -2.33 2.52
H -2.27 1.55 -1.64
H -1.05 0.77 -1.38
O -1.45 1.66 -1.33
```

## Properties
HOMO energy: -11.555 eV
charge: +1

(6)
C5H29N2O8 | ωB97M-V/def2-TZVPD

XYZ file:
```
44
C5H29N2O8 | the Open Molecules 2025 dataset | ωB97M-V/def2-TZVPD
C -1.18 -1.96 2.22
N 0.14 -2.20 1.68
C 0.96 -1.00 1.56
C 1.79 -0.80 0.30
C 2.64 0.50 0.46
O 1.79 1.62 0.27
C -1.92 -0.68 1.78
N -2.08 -0.62 0.31
H -1.12 -1.93 3.31
H -1.84 -2.81 2.02
H 0.09 -2.61 0.76
H 1.63 -0.95 2.43
H 0.42 -0.06 1.78
H 1.24 -0.42 -0.56
H 2.28 -1.75 0.09
H 3.06 0.47 1.48
H 3.38 0.55 -0.33
H 0.98 1.55 0.78
H -1.28 0.12 2.10
H -2.85 -0.60 2.34
H -1.49 -1.30 -0.20
H -3.02 -0.76 -0.05
H -1.69 0.22 -0.18
H 1.32 3.90 -1.37
H 1.77 2.47 -1.70
O 1.02 3.08 -1.80
H -0.06 1.98 2.48
H 1.01 1.96 3.53
O 0.19 1.47 3.27
H 0.50 0.58 -3.84
H 0.17 1.99 -3.47
O 0.12 1.08 -3.13
H 0.19 2.53 -0.56
H -0.36 3.02 0.76
O -0.06 2.20 0.34
H -2.09 -3.17 -1.60
H -0.89 -2.47 -2.21
O -1.79 -2.27 -1.91
H -2.71 1.84 -1.95
H -1.58 0.86 -2.38
O -2.29 1.01 -1.72
H 1.58 -3.38 -1.61
H 1.61 -2.31 -2.56
O 1.10 -2.56 -1.81
```

## Properties
HOMO energy: -11.843 eV
charge: +1

| no. | calculated total energy (hartree) |
| --- | --- |
| 1 | -843.16104 |
| 2 | -993.92661 |
| 3 | -993.96441 |
| 4 | -959.59877 |
| 5 | -1069.50915 |
| 6 | -919.01339 |